A.
Below is one molecule with the formula C7H9ClN2, with properties calculated with ωB97M-V/def2-TZVPD.

```
19
Properties=species:S:1:pos:R:3
C -0.92968 -2.01338 0.16933
C 0.58890 1.86837 0.61973
C 1.64850 0.78343 0.63916
C 1.07903 -0.57775 0.24595
C -1.33132 0.42080 0.68132
C -0.39320 -0.68829 -0.19496
C -0.52221 -0.44596 -1.70890
N -1.42935 -3.02996 0.40535
N -0.71826 1.69518 0.64256
Cl -2.93816 0.64445 0.20786
H 0.84526 2.88995 0.53166
H 2.61822 1.01936 0.08029
H 1.88961 0.93793 1.72261
H 1.57989 -1.09036 -0.59041
H 1.16812 -1.18799 1.18319
H -1.47206 0.00158 1.68899
H -0.50660 0.55783 -2.05759
H -1.45930 -0.74160 -2.03520
H 0.28260 -1.04359 -2.23094
```

**SMILES string**: C[C@@]1(C#N)CCC=N[C@H]1Cl
**HOMO-LUMO gap**: 10.32 eV
**Net charge**: 0


B.
Below is one molecule with the formula C7H9ClN2, with properties calculated with ωB97M-V/def2-TZVPD.

```
19
Properties=species:S:1:pos:R:3
C 0.33667 -1.38119 1.71171
C -1.17428 1.02729 -1.29562
C -0.28893 1.68273 -0.34059
C 0.09420 0.94125 0.83896
C -1.09972 -1.05905 -0.24077
C 0.20574 -0.67043 0.54304
C 1.52595 -0.78444 -0.37200
N 0.46886 -1.95841 2.69038
N -1.50822 -0.21585 -1.25185
Cl -0.79855 -2.65344 -0.94417
H -1.74033 1.70410 -2.03350
H 0.65480 1.94862 -0.85863
H -0.81015 2.61555 -0.00071
H 1.11607 1.09373 1.13591
H -0.62624 1.06497 1.66713
H -1.82048 -1.15041 0.52157
H 1.47259 0.10384 -0.97830
H 1.61200 -1.70168 -0.94568
H 2.38001 -0.60718 0.15312
```

**SMILES string**: C[C@@]1(C#N)CCC=N[C@H]1Cl
**HOMO-LUMO gap**: 10.40 eV
**Net charge**: 0


Relative to the most stable one, in kcal/mol, the structures come out at A 2.9; B 0.0.


A.
Below is C2H3O2Sm as an isolated structure, with properties calculated with ωB97M-V/def2-TZVPD.

```
8
Properties=species:S:1:pos:R:3
C 0.50076 -0.51827 -0.59305
C 0.64331 0.78273 -0.04370
O -0.27130 1.24586 0.83741
O -0.62311 -1.12431 -0.10653
H 0.57924 0.66648 -1.42921
H -0.80552 -1.97650 -0.51901
Sm -1.73363 -0.07984 1.71232
H 1.71025 1.00385 0.14176
```

**HOMO-LUMO gap (spin up / spin down)**: 7.25 / 7.41 eV
**Spin multiplicity**: 7
**Net charge**: +1


B.
Below is C2H3O2Sm as an isolated structure, with properties calculated with ωB97M-V/def2-TZVPD.

```
8
Properties=species:S:1:pos:R:3
H 1.76519 -1.06823 -1.72890
C 1.05940 -0.30733 -2.04290
C 0.57701 0.73936 -2.44056
H 0.48234 1.74620 -2.82919
O -0.03589 -1.04733 1.44865
O -1.45489 -0.68302 1.28719
H -1.83454 -1.41539 0.78291
Sm 0.03090 0.87919 0.33558
```

**HOMO-LUMO gap (spin up / spin down)**: 7.61 / 9.10 eV
**Spin multiplicity**: 7
**Net charge**: +1


Relative to the most stable one, in kcal/mol, the structures come out at A 0.0; B 25.8.


A.
Below is a 12-piece molecular cluster, C16H56O20 overall, with properties calculated with ωB97M-V/def2-TZVPD.

```
92
Properties=species:S:1:pos:R:3
O -0.47177 -0.33444 -0.74386
H 0.23715 -0.64037 -0.15940
H -1.19543 -0.90483 -0.48686
O -3.42484 -0.81652 0.45217
H -3.47687 -0.15776 1.09670
H -3.93314 -0.44676 -0.30908
O -0.04241 -1.09315 -3.38036
H -0.16312 -0.91601 -2.49102
H -0.45722 -1.95233 -3.30207
O -2.03044 -2.91989 -0.49503
H -2.75744 -2.42483 -0.18665
H -2.22819 -3.84146 -0.82617
C 0.89059 4.16231 0.37864
C 1.65349 3.14038 -0.60341
O 1.42835 3.41315 -2.05995
O 1.51527 4.06760 1.65670
H -0.16960 3.76493 0.36690
H 0.81004 5.07532 -0.11518
H 1.24951 2.13079 -0.41565
H 2.77337 3.14846 -0.32002
H 0.45992 3.32600 -2.32837
H 2.47365 4.27964 1.60052
C 2.99369 0.17641 -2.15392
C 3.70065 1.41716 -2.85277
O 2.83711 2.01283 -3.87174
O 4.03043 -0.58640 -1.53098
H 2.39539 -0.40747 -2.88357
H 2.28163 0.56512 -1.44595
H 4.54710 1.19027 -3.45802
H 3.98466 2.18249 -2.16784
H 2.34397 2.73463 -3.54605
H 4.67012 -0.88537 -2.15862
C 2.81235 0.29150 1.84273
C 4.26320 0.20914 1.79114
O 4.65753 0.93480 0.65129
O 2.34617 -0.09431 3.12508
H 2.32065 -0.21993 1.03563
H 2.43391 1.33542 1.78110
H 4.46487 -0.91112 1.76569
H 4.81826 0.47321 2.62759
H 4.55803 0.32186 -0.11463
H 1.40495 0.03064 3.15142
C -2.51899 2.30214 -0.90045
C -3.07887 3.65792 -1.33822
O -4.40729 3.73246 -0.73393
O -1.17583 2.12935 -1.32547
H -3.13836 1.50265 -1.18047
H -2.44413 2.17400 0.14638
H -2.99007 3.91240 -2.43016
H -2.48359 4.55574 -0.93226
H -4.96592 3.86398 -1.47172
H -0.90521 1.23956 -1.01796
C -0.29096 1.77791 3.46344
C -0.73525 0.93460 2.20487
O -0.14489 -0.31197 2.27880
O -0.99440 2.99710 3.51181
H 0.79122 2.01518 3.24991
H -0.56131 1.25619 4.41030
H -0.53316 1.52379 1.34519
H -1.82574 0.79656 2.25831
H -0.79331 -1.01256 2.33544
H -0.62194 3.56547 4.27096
C -0.53122 -3.14036 4.08106
C -0.96933 -3.85564 2.81234
O -1.27447 -2.79696 1.94412
O 0.79834 -2.52474 4.05114
H -0.61793 -3.92642 4.91953
H -1.21917 -2.36354 4.36830
H -1.93917 -4.35634 2.97219
H -0.31683 -4.56815 2.44539
H -1.55971 -3.10400 1.09165
H 0.83955 -1.94221 4.81572
C 2.35511 -3.20647 -0.36208
C 1.43142 -3.18534 0.75527
O 2.17466 -3.75864 1.86523
O 1.73677 -2.89382 -1.62717
H 2.91219 -4.10629 -0.59964
H 3.18937 -2.59035 -0.28014
H 0.66878 -3.91022 0.54378
H 1.03678 -2.21626 1.14032
H 1.90585 -3.34510 2.71431
H 2.29648 -3.18122 -2.33383
C -4.56180 -0.75966 -3.15532
C -3.12847 -1.06890 -3.31301
O -2.77150 -0.81227 -4.63209
O -5.02163 -0.95051 -1.76938
H -5.17385 -1.47502 -3.65636
H -5.00587 0.21140 -3.48658
H -2.99293 -2.09177 -3.08785
H -2.61569 -0.45688 -2.64247
H -2.88469 0.14115 -4.73839
H -5.94858 -1.20904 -1.89697
```

**SMILES string**: OCCO.OCCO.OCCO.OCCO.OCCO.OCCO.OCCO.OCCO.O.O.O.O
**HOMO-LUMO gap**: 9.18 eV
**Net charge**: 0


B.
Below is a 12-piece molecular cluster, C16H56O20 overall, with properties calculated with ωB97M-V/def2-TZVPD.

```
92
Properties=species:S:1:pos:R:3
O 2.85651 3.74982 1.84860
H 2.21728 3.85201 2.58763
H 3.47870 4.48396 1.94885
O 0.82892 3.66717 0.05922
H 1.69427 3.63000 0.54387
H 0.93311 3.18056 -0.76097
O 4.64849 0.76974 2.06274
H 5.04577 0.07123 1.50667
H 4.37765 1.41406 1.40213
O 4.08618 0.54118 -1.26514
H 3.42454 -0.06683 -0.90994
H 4.47967 0.12603 -2.03998
C -0.54397 -2.02304 3.45227
C -1.57859 -3.09979 3.23226
O -2.93750 -2.75543 3.56823
O -0.09750 -2.06664 4.81116
H -0.92506 -1.05390 3.13746
H 0.28268 -2.21575 2.74752
H -1.26265 -3.98532 3.78653
H -1.56986 -3.33389 2.17086
H -3.06554 -2.81730 4.52190
H 0.80272 -1.79377 4.93542
C -1.34511 -3.36283 -1.18341
C -1.17003 -4.80183 -1.65356
O -2.39619 -5.12231 -2.25822
O -0.15769 -2.98435 -0.53997
H -2.26097 -3.32665 -0.58849
H -1.58587 -2.84800 -2.10454
H -0.94788 -5.45461 -0.78940
H -0.34343 -4.96836 -2.35741
H -2.38939 -6.02014 -2.58860
H -0.35515 -2.02793 -0.28172
C 1.76796 -0.96653 -3.37230
C 1.40301 -2.03051 -4.41626
O 0.74988 -1.38419 -5.52920
O 2.51039 0.07134 -3.95272
H 2.30331 -1.43011 -2.54129
H 0.81250 -0.67754 -2.93230
H 0.78542 -2.81245 -3.95014
H 2.24459 -2.57553 -4.83834
H -0.16041 -1.20185 -5.28472
H 2.13251 0.16116 -4.84341
C -0.85629 3.48562 3.96182
C -1.54401 4.30992 2.91782
O -1.57570 3.79413 1.62081
O 0.55687 3.52726 3.70261
H -1.18893 2.45447 3.89200
H -0.94268 3.96641 4.92711
H -1.04588 5.28823 2.91653
H -2.56509 4.43255 3.29807
H -0.71445 3.96147 1.18006
H 1.02911 2.89582 4.25617
C -1.51295 4.00081 -2.68387
C -0.39277 4.78675 -3.36371
O -0.09311 4.32241 -4.66882
O -2.76591 4.28701 -3.25923
H -1.50213 4.18125 -1.59865
H -1.21010 2.95618 -2.80151
H 0.49625 4.53902 -2.78633
H -0.58356 5.85730 -3.34232
H -0.93482 4.26098 -5.12994
H -3.04090 5.21181 -3.24940
C 3.93893 -3.75430 -0.08314
C 3.01316 -4.85817 0.48282
O 1.93217 -5.18216 -0.42122
O 5.27220 -3.79916 0.46863
H 3.46912 -2.80208 0.08958
H 4.03178 -4.00773 -1.14025
H 2.73911 -4.61498 1.52105
H 3.61834 -5.74762 0.41212
H 1.25681 -4.53385 -0.19477
H 5.94250 -3.83732 -0.21264
C -5.12135 1.73345 1.21015
C -3.92869 1.35115 0.35277
O -3.68680 -0.08500 0.12506
O -6.26370 1.56593 0.41642
H -5.00234 2.77279 1.53449
H -5.15471 1.10571 2.11570
H -3.01610 1.74616 0.80204
H -3.98739 1.74157 -0.65880
H -4.09369 -0.57005 0.85434
H -7.05069 1.73842 0.93671
C -0.17680 0.65244 0.16886
C 1.12102 0.20675 0.79573
O 1.85013 -0.80725 0.08819
O -0.90637 -0.52904 0.10721
H -0.05198 1.10038 -0.82206
H -0.54390 1.45388 0.82333
H 1.05121 -0.10209 1.84890
H 1.80567 1.06647 0.79273
H 1.43416 -1.66381 0.28666
H -1.87804 -0.37079 0.16885
```

**SMILES string**: OCCO.OCCO.OCCO.OCCO.OCCO.OCCO.OCCO.OCCO.O.O.O.O
**HOMO-LUMO gap**: 9.94 eV
**Net charge**: 0


Relative to the most stable one, in kcal/mol, the structures come out at A 68.0; B 0.0.


A.
Below is C3H6NS as an isolated structure, with properties calculated with ωB97M-V/def2-TZVPD.

```
11
Properties=species:S:1:pos:R:3
C 1.21918 0.49354 0.30853
C -0.36499 -1.04114 -0.39293
C -2.72945 1.08929 -0.04301
N 0.60570 -0.62636 0.48144
S -2.51138 -0.36890 0.30623
H 1.09664 1.20790 -0.46283
H 1.95296 0.71824 1.06673
H -0.26754 -0.52836 -1.28891
H -0.65172 -2.09338 -0.62929
H -2.33891 1.93642 -0.45478
H 0.97316 -1.06966 1.30568
```

**HOMO-LUMO gap (spin up / spin down)**: 7.23 / 7.23 eV
**Net charge**: +1


B.
Below is an isolated ion of composition C3H6NS and charge +1, with properties calculated with ωB97M-V/def2-TZVPD.

```
11
Properties=species:S:1:pos:R:3
C 0.85729 0.86335 -0.54644
C -0.76953 -1.22527 -0.06169
C -0.32823 0.94610 0.37459
N 0.51858 -0.27415 0.32196
S -1.88062 0.17824 -0.11046
H 0.66950 0.82242 -1.69693
H 1.81587 1.33255 -0.30870
H -0.74029 -1.95658 -0.86337
H -0.90348 -1.87602 0.76044
H -0.36642 1.79069 1.07690
H 1.12733 -0.60133 1.05370
```

**SMILES string**: C1S[C@@H]2C[N@H+]12
**HOMO-LUMO gap**: 10.18 eV
**Net charge**: +1


Relative to the most stable one, in kcal/mol, the structures come out at A 41.0; B 0.0.


A.
Below is a 2-piece molecular cluster, C3H7OS overall, with properties calculated with ωB97M-V/def2-TZVPD.

```
12
Properties=species:S:1:pos:R:3
C 2.08008 0.60140 1.73632
S 1.02381 1.43291 0.50121
H 3.17101 0.78768 1.68357
H 1.82788 0.89821 2.73716
H 2.04425 -0.54815 1.60370
O -1.59357 -1.89101 0.01127
C -1.04473 -0.99399 -0.55010
C -1.74713 -0.07973 -1.57755
H 0.07980 -0.74627 -0.71232
H -1.23769 0.01509 -2.59722
H -1.83341 0.96079 -1.19352
H -2.77031 -0.43694 -1.64250
```

**HOMO-LUMO gap**: 6.41 eV
**Net charge**: -1


B.
Below is an isolated ion of composition C3H7OS and charge -1, with properties calculated with ωB97M-V/def2-TZVPD.

```
12
Properties=species:S:1:pos:R:3
C 0.79674 1.38542 0.18566
O 1.95584 1.40631 -0.45684
C -0.22474 0.30114 -0.32451
C 0.03983 -1.06950 0.22156
S -1.09762 -2.36504 -0.43649
H 0.85907 1.19430 1.30034
H 0.19358 2.33934 0.11263
H -0.16784 0.27005 -1.41132
H -1.22740 0.63698 -0.02323
H 1.06271 -1.36672 -0.03561
H -0.01295 -1.16205 1.30516
H -2.17723 -1.57025 -0.43734
```

**SMILES string**: [O-]CCCS
**HOMO-LUMO gap**: 5.68 eV
**Net charge**: -1


Relative to the most stable one, in kcal/mol, the structures come out at A 0.0; B 6.0.


A.
Below is an isolated ion of composition C6H10 and charge +1, with properties calculated with ωB97M-V/def2-TZVPD.

```
16
Properties=species:S:1:pos:R:3
C -0.18936 1.62587 -0.42236
C -0.04604 0.14398 -0.42268
C -0.49735 -0.64485 0.63485
C -1.31297 -0.11027 1.74024
C 1.65696 -1.45698 -1.17905
C 0.83241 -0.39987 -1.41754
H -0.32929 2.08501 -1.40150
H 0.73875 2.01063 -0.03036
H -1.02315 1.97207 0.18136
H -0.15577 -1.66711 0.71775
H -2.12797 0.55041 1.46715
H -0.63153 0.50809 2.33934
H -1.74928 -0.91906 2.32030
H 1.35529 -2.23549 -0.49166
H 2.58986 -1.60589 -1.69124
H 0.88945 0.14347 -2.34459
```

**HOMO-LUMO gap (spin up / spin down)**: 9.26 / 8.13 eV
**Spin multiplicity**: 2
**Net charge**: +1


B.
Below is an isolated ion of composition C6H10 and charge +1, with properties calculated with ωB97M-V/def2-TZVPD.

```
16
Properties=species:S:1:pos:R:3
C 1.97031 -1.39883 0.31338
C 0.99382 -0.13972 0.22899
C 1.68630 1.08483 -0.05873
C -2.82469 0.16839 -0.23786
C -1.41519 0.64175 -0.23842
C -0.38967 -0.34045 0.31663
H 2.84058 -0.93155 0.95824
H 1.61914 -2.39494 0.76109
H 2.30382 -1.54349 -0.65916
H 1.03404 1.94247 -0.21853
H 2.71314 1.19248 -0.41937
H -1.97224 0.92156 0.74485
H -3.67996 0.62350 0.26377
H -3.33201 0.04257 -1.19018
H -0.82385 1.44154 -0.73753
H -0.72352 -1.31012 0.17280
```

**HOMO-LUMO gap (spin up / spin down)**: 6.97 / 7.49 eV
**Spin multiplicity**: 2
**Net charge**: +1


Relative to the most stable one, in kcal/mol, the structures come out at A 0.0; B 110.8.